[1]
An isolated molecule of C7H4OS2. Source: the OMol25 dataset; level of theory: wB97M-V/def2-TZVPD.

Output
**Net charge**: 0
**ΔE to the lowest compared entry with this formula, charge and spin**: 2.2 kcal/mol
**SMILES**: O=Cc1cc2ccsc2s1
**E_tot**: -1140.7401 Ha

Each line ends with the Löwdin charge.
Atoms and positions in Å:
C (-3.035, -0.174, -0.069)  -0.296
C (-1.582, -0.304, 0.038)  -0.520
C (-0.692, 0.748, 0.028)  -0.044
C (0.629, 0.285, 0.045)  -0.344
C (1.935, 0.809, 0.014)  -0.144
C (2.861, -0.142, 0.002)  -0.419
C (0.646, -1.122, 0.006)  -0.820
H (-3.459, 0.873, -0.059)  0.135
H (-0.945, 1.822, 0.083)  0.138
H (2.154, 1.879, 0.048)  0.124
H (3.909, 0.036, -0.107)  0.066
O (-3.818, -1.103, -0.075)  0.018
S (2.261, -1.765, -0.053)  0.999
S (-0.864, -1.842, 0.099)  1.106

[2]
An isolated molecule of C7H5BrN2O4. Source: the OMol25 dataset; level of theory: wB97M-V/def2-TZVPD.

Output
**Net charge**: 0
**ΔE to the lowest compared entry with this formula, charge and spin**: 119.7 kcal/mol
**E_tot**: -3253.8159 Ha

Each line ends with the Löwdin charge.
Atoms and positions in Å:
C (0.696, 1.334, -0.897)  0.024
C (1.208, 0.425, -1.918)  -0.138
C (-0.289, 1.073, -0.034)  -0.123
C (0.653, -0.691, -2.324)  -0.573
C (-0.879, -0.160, 0.411)  -0.257
C (-0.653, -0.474, 1.725)  0.132
C (-1.451, -1.071, -0.501)  0.056
N (-0.789, 2.287, 0.704)  -0.365
N (-1.901, -0.707, -1.799)  -0.452
O (-0.337, 3.340, 0.372)  0.093
O (-1.637, 2.088, 1.511)  0.107
O (-2.024, -1.653, -2.597)  -0.118
O (-2.110, 0.457, -2.046)  0.080
Br (0.441, -2.100, -3.342)  0.983
H (1.083, 2.284, -0.981)  0.099
H (2.035, 0.602, -2.573)  0.104
H (-1.181, -1.277, 2.199)  0.072
H (0.003, 0.010, 2.458)  0.096
H (-1.546, -2.208, -0.287)  0.178

[3]
A cluster of 2 separate species, C7H5BrO2S in total. Source: the OMol25 dataset; level of theory: wB97M-V/def2-TZVPD.

Output
**Net charge**: 0
**ΔE to the lowest compared entry with this formula, charge and spin**: 5.3 kcal/mol
**E_tot**: -3392.2780 Ha

Each line ends with the Löwdin charge.
Atoms and positions in Å:
C (-1.325, -1.612, 0.350)  -0.078
C (-0.050, -1.978, 0.316)  -0.072
C (-1.762, -0.367, -0.217)  -0.028
C (0.965, -1.119, -0.267)  0.033
C (-0.780, 0.479, -0.757)  -0.108
C (0.523, 0.098, -0.831)  -0.491
C (1.581, 0.848, -1.441)  -0.467
O (0.070, 2.659, 1.855)  -0.414
O (2.088, 1.392, 2.038)  -0.407
S (1.347, 2.341, 1.264)  0.827
Br (1.176, 2.525, -2.169)  0.664
H (-2.021, -2.364, 0.926)  0.152
H (0.186, -2.843, 0.812)  0.077
H (-2.800, -0.125, -0.250)  0.095
H (2.007, -1.345, -0.399)  0.109
H (-1.204, 1.412, -1.229)  0.109

[4]
An isolated molecule of C7H5ClS. Source: the OMol25 dataset; level of theory: wB97M-V/def2-TZVPD.

Output
**Net charge**: 0
**ΔE to the lowest compared entry with this formula, charge and spin**: 12.4 kcal/mol
**SMILES**: ClC1=C2C=CC=C2CS1
**E_tot**: -1128.0302 Ha

Each line ends with the Löwdin charge.
Atoms and positions in Å:
C (-0.423, -0.165, -1.529)  -0.092
C (-1.508, 0.596, -1.155)  -0.087
C (0.409, -0.481, -0.401)  -0.041
C (-1.313, 0.868, 0.209)  -0.297
C (-0.148, 0.166, 0.638)  -0.350
C (-1.926, 1.511, 1.405)  -0.958
C (0.315, 0.295, 1.998)  -0.356
S (-0.986, 1.305, 2.819)  0.926
Cl (-3.471, 2.141, 1.323)  0.719
H (-0.279, -0.551, -2.597)  0.122
H (-2.420, 0.979, -1.727)  0.127
H (1.200, -1.085, -0.426)  0.065
H (0.275, -0.598, 2.736)  0.114
H (1.201, 0.980, 2.243)  0.108